--- i ---
Here is one molecule with the formula C4H10N2S from the Open Molecules 2025 dataset. Energies are from the ωB97M-V functional and the def2-TZVPD basis.

The value obtained for the LUMO energy is 0.029 Eh. The frontier orbital gap comes out at 9.2 eV.

ORCA input file:
```
! RIJCOSX wB97M-V def2-TZVPD def2/J DEFGRID3
* xyz 0 1
N -1.100 1.352 0.060
C -0.148 0.258 -0.047
C 1.287 0.816 -0.135
S 2.583 -0.494 -0.136
C -0.595 -0.738 -1.130
N -1.344 -1.473 -0.112
C -0.498 -0.904 0.942
H -0.963 1.885 0.937
H -1.124 1.955 -0.776
H 1.529 1.522 0.644
H 1.451 1.314 -1.081
H 2.864 -0.518 1.184
H 0.218 -1.339 -1.497
H -1.187 -0.376 -1.986
H -2.264 -1.028 0.014
H 0.319 -1.578 1.217
H -1.028 -0.655 1.903
*
```

natural (NBO) atomic charge list, values in e, 6 entries: -0.854, 0.078, -0.512, -0.070, -0.236, -0.612


--- ii ---
Here is one molecule with the formula C4H10N2S from the Open Molecules 2025 dataset. Energies are from the ωB97M-V functional and the def2-TZVPD basis.

The value obtained for the LUMO energy is 0.022 Eh. The frontier orbital gap comes out at 9.0 eV.

ORCA input file:
```
! RIJCOSX wB97M-V def2-TZVPD def2/J DEFGRID3
* xyz 0 1
C -2.164 -0.553 -0.434
C -1.154 -0.643 0.726
C 0.254 -0.275 0.337
C 0.636 1.028 -0.332
N 1.624 1.728 0.420
N 1.116 -1.217 0.505
S 2.701 -1.020 -0.053
H -2.205 0.385 -1.079
H -2.128 -1.441 -1.095
H -3.140 -0.825 0.046
H -1.090 -1.734 1.055
H -1.565 -0.099 1.664
H -0.328 1.687 -0.516
H 1.072 0.630 -1.283
H 2.384 2.052 -0.531
H 1.230 2.614 1.191
H 2.757 -2.319 -0.619
*
```

natural (NBO) atomic charge list, values in e, 6 entries: -0.629, -0.454, 0.282, -0.317, -0.873, -0.582


--- iii ---
Here is a 2-piece molecular cluster, C4H10N2S overall from the Open Molecules 2025 dataset. Energies are from the ωB97M-V functional and the def2-TZVPD basis.

The value obtained for the LUMO energy is 0.028 Eh. The frontier orbital gap comes out at 8.9 eV.

ORCA input file:
```
! RIJCOSX wB97M-V def2-TZVPD def2/J DEFGRID3
* xyz 0 1
C -2.146 -1.938 0.639
C 2.432 -0.224 -0.692
C -2.194 -0.567 0.413
C 1.289 1.596 1.031
N 1.149 -0.191 -0.445
N 0.425 0.634 0.301
S -3.255 0.137 -0.771
H -1.348 -2.355 1.103
H -2.989 -2.540 0.211
H 2.843 -0.732 -1.577
H 3.029 0.586 -0.248
H -1.380 -0.006 0.728
H 1.913 2.241 0.342
H 0.686 2.187 1.693
H 1.879 1.044 1.774
H 0.687 -0.877 -0.953
H -2.280 1.011 -1.068
*
```

natural (NBO) atomic charge list, values in e, 6 entries: -0.438, -0.318, -0.354, -0.478, -0.196, -0.379


Stability summary - winner: i; margin: 0.0789 hartree.


--- i ---
Here is one molecule with the formula C4H10N2S from the Open Molecules 2025 dataset. Energies are from the ωB97M-V functional and the def2-TZVPD basis.

The value obtained for the LUMO energy is 0.027 Eh. The frontier orbital gap comes out at 9.6 eV.

ORCA input file:
```
! RIJCOSX wB97M-V def2-TZVPD def2/J DEFGRID3
* xyz 0 1
N -0.409 -0.912 1.388
C -0.044 -0.111 0.192
C 1.264 0.607 0.385
S 1.866 1.511 -1.094
C -1.352 0.571 -0.272
N -1.662 -0.653 -1.084
C -0.205 -0.997 -1.021
H 0.315 -1.553 1.661
H -0.664 -0.309 2.166
H 2.020 -0.017 0.770
H 1.044 1.376 1.151
H 2.881 2.113 -0.465
H -1.216 1.401 -0.933
H -2.102 0.808 0.543
H -2.162 -1.271 -0.513
H 0.314 -0.528 -1.872
H 0.111 -2.035 -1.003
*
```

natural (NBO) atomic charge list, values in e, 6 entries: -0.842, 0.068, -0.508, -0.061, -0.229, -0.603


--- ii ---
Here is a 2-piece molecular cluster, C4H10N2S overall from the Open Molecules 2025 dataset. Energies are from the ωB97M-V functional and the def2-TZVPD basis.

The value obtained for the LUMO energy (alpha / beta) is 0.007 / 0.007 Eh. The frontier orbital gap (alpha / beta) comes out at 7.6 / 7.6 eV.

ORCA input file:
```
! RIJCOSX wB97M-V def2-TZVPD def2/J DEFGRID3
* xyz 0 1
C -0.284 2.274 -0.076
C 0.823 1.419 -0.298
N 1.909 1.097 0.440
S 2.992 0.018 -0.144
H 0.018 2.844 0.839
H -0.492 3.042 -0.811
H -1.309 1.801 0.105
H 0.921 1.175 -1.289
H 2.220 1.366 1.395
C -0.725 -0.869 -0.568
C -1.309 -1.825 0.227
N -0.549 -2.886 0.706
H 0.208 -0.907 -0.997
H -1.375 -0.007 -0.878
H -2.314 -1.798 0.375
H -0.968 -3.802 0.902
H 0.235 -2.944 0.073
*
```

natural (NBO) atomic charge list, values in e, 6 entries: -0.690, 0.131, -0.577, -0.213, 0.220, 0.241


Stability summary - winner: i; margin: 0.0758 hartree.


--- i ---
Here is one molecule with the formula C4H7NO3 from the Open Molecules 2025 dataset. Energies are from the ωB97M-V functional and the def2-TZVPD basis.

The value obtained for the LUMO energy is 0.025 Eh. The frontier orbital gap comes out at 10.7 eV.

ORCA input file:
```
! RIJCOSX wB97M-V def2-TZVPD def2/J DEFGRID3
* xyz 0 1
C 0.198 2.278 -0.017
O -0.123 0.999 0.529
C -0.319 0.021 -0.437
O 0.805 -0.333 -1.195
N 1.688 -1.078 -0.425
C 0.967 -1.524 0.537
C -0.483 -1.133 0.441
O -1.079 -2.331 -0.105
H 1.233 2.273 -0.460
H -0.562 2.665 -0.754
H 0.153 3.005 0.811
H -1.173 0.341 -1.079
H 1.460 -2.195 1.204
H -0.871 -0.919 1.399
H -1.894 -2.069 -0.448
*
```

natural (NBO) atomic charge list, values in e, 6 entries: -0.271, -0.536, 0.314, -0.391, -0.066, 0.026


--- ii ---
Here is C4H7NO3 as an isolated structure from the Open Molecules 2025 dataset. Energies are from the ωB97M-V functional and the def2-TZVPD basis.

The value obtained for the LUMO energy is 0.024 Eh. The frontier orbital gap comes out at 9.8 eV.

ORCA input file:
```
! RIJCOSX wB97M-V def2-TZVPD def2/J DEFGRID3
* xyz 0 1
O 2.014 2.034 -0.589
C 1.342 1.033 -0.532
N -0.849 1.100 0.026
C -0.880 -0.058 0.874
C -0.664 -1.378 0.181
C 0.477 -0.712 0.884
O 1.481 0.177 0.482
H -1.095 1.977 0.470
H -1.438 -0.029 1.812
H -1.085 -2.274 0.638
H -0.783 -1.379 -0.902
H 0.821 -1.205 1.797
H -0.820 0.833 -1.221
O 0.735 0.419 -2.027
H 0.743 -0.540 -1.893
*
```

natural (NBO) atomic charge list, values in e, 6 entries: -0.565, 1.012, -0.890, -0.089, -0.457, 0.055


Stability summary - winner: i; margin: 0.0276 hartree.


--- i ---
Here is one molecule with the formula C4H7NO3 from the Open Molecules 2025 dataset. Energies are from the ωB97M-V functional and the def2-TZVPD basis.

The value obtained for the LUMO energy is 0.008 Eh. The frontier orbital gap comes out at 9.0 eV.

ORCA input file:
```
! RIJCOSX wB97M-V def2-TZVPD def2/J DEFGRID3
* xyz 0 1
C 0.091 -0.132 -0.342
C 1.255 -1.108 -0.356
C 0.355 1.080 -1.063
N -1.197 -0.572 -0.787
C -0.308 0.467 1.347
O -0.312 1.920 0.891
O 0.587 1.886 -1.834
O -1.386 0.007 1.775
H -1.266 2.099 0.799
H -1.170 -1.424 -1.329
H -1.886 -0.556 -0.027
H 0.598 0.405 1.976
H 2.148 -0.663 0.087
H 1.521 -1.426 -1.366
H 0.970 -1.984 0.229
*
```

natural (NBO) atomic charge list, values in e, 6 entries: -0.198, -0.614, 0.964, -0.830, 0.494, -0.802


--- ii ---
Here is one molecule with the formula C4H7NO3 from the Open Molecules 2025 dataset. Energies are from the ωB97M-V functional and the def2-TZVPD basis.

The value obtained for the LUMO energy is 0.020 Eh. The frontier orbital gap comes out at 8.9 eV.

ORCA input file:
```
! RIJCOSX wB97M-V def2-TZVPD def2/J DEFGRID3
* xyz 0 1
C 2.196 -0.100 0.505
O 0.961 0.109 -0.153
C 0.318 -1.104 -0.746
O 0.943 -2.082 -1.031
C -1.049 -0.758 -0.737
C -1.372 0.474 -0.166
N -1.288 0.734 1.161
O -2.174 1.366 -0.798
H 2.716 -0.933 0.035
H 2.028 -0.329 1.561
H 2.799 0.807 0.415
H -1.712 -1.262 -1.420
H -1.577 1.654 1.464
H -0.495 0.327 1.626
H -2.294 1.097 -1.716
*
```

natural (NBO) atomic charge list, values in e, 6 entries: -0.261, -0.618, 0.763, -0.600, -0.658, 0.692


Stability summary - winner: ii; margin: 0.0560 hartree.


--- i ---
Here is C4H7NO3 as an isolated structure from the Open Molecules 2025 dataset. Energies are from the ωB97M-V functional and the def2-TZVPD basis.

The value obtained for the LUMO energy is 0.012 Eh. The frontier orbital gap comes out at 10.0 eV.

ORCA input file:
```
! RIJCOSX wB97M-V def2-TZVPD def2/J DEFGRID3
* xyz 0 1
C 0.068 1.442 0.797
C 0.024 0.615 -0.581
C 1.008 -0.558 -0.690
C -0.171 -1.319 -0.101
H -0.749 2.184 0.541
H -0.426 0.764 1.697
H 1.176 1.912 0.927
H 0.186 0.951 -1.600
H 1.206 -0.952 -1.735
H 1.829 -0.888 1.172
H -2.929 -0.784 -0.521
N -0.999 -0.378 -0.615
O 2.187 -0.497 0.011
O -0.286 -2.306 0.682
O -2.123 -0.186 0.016
*
```

natural (NBO) atomic charge list, values in e, 6 entries: -0.680, -0.105, 0.006, 0.628, 0.238, 0.245


--- ii ---
Here is one molecule with the formula C4H7NO3 from the Open Molecules 2025 dataset. Energies are from the ωB97M-V functional and the def2-TZVPD basis.

The value obtained for the LUMO energy is 0.021 Eh. The frontier orbital gap comes out at 10.9 eV.

ORCA input file:
```
! RIJCOSX wB97M-V def2-TZVPD def2/J DEFGRID3
* xyz 0 1
O 1.131 2.762 -2.193
C 0.909 1.746 -1.581
N -0.001 1.792 -0.530
C -0.638 0.782 0.185
O -1.421 1.059 1.058
C -0.123 -0.636 -0.123
C -0.615 -1.732 0.895
O 0.543 -2.294 1.529
H 1.413 0.821 -1.819
H -0.390 2.709 -0.353
H 0.960 -0.578 -0.057
H -0.515 -1.028 -1.044
H -1.196 -1.274 1.723
H -1.084 -2.569 0.383
H 1.028 -1.559 1.927
*
```

natural (NBO) atomic charge list, values in e, 6 entries: -0.549, 0.529, -0.661, 0.700, -0.564, -0.560


Stability summary - winner: ii; margin: 0.2119 hartree.